[1]
# C3H4N2O

A molecular structure, C3H4N2O (wB97M-V/def2-TZVPD, OMol25).

```
10
Properties=species:S:1:pos:R:3:forces:R:3
C 2.061 0.017 0.087 0.35 2.25 -1.20
C 0.513 0.177 -0.178 4.66 -1.87 1.92
C -1.381 0.509 0.053 -8.28 2.77 1.27
H 2.552 -0.602 -0.748 -0.67 1.00 1.47
H 2.356 -0.323 1.105 -0.96 -0.52 -0.78
H 2.513 1.081 0.156 -0.69 -1.61 -0.83
H -2.497 0.897 0.254 2.92 -0.21 -0.71
N -0.282 1.201 -0.077 2.94 -0.47 -0.60
N -1.359 -0.737 0.077 -1.98 -3.47 0.16
O -0.075 -1.065 -0.067 1.72 2.14 -0.68
```
Positions in Å, forces in eV/Å.

Values from the calculation:
- Charge: 0
- HOMO: -10.620 eV
- Kohn-Sham gap: 11.4 eV



[2]
# C3H4N2O

2 unconnected molecules or ions with the total composition C3H4N2O (wB97M-V/def2-TZVPD, OMol25).

```
10
Properties=species:S:1:pos:R:3:forces:R:3
C -1.069 1.491 0.119 -0.99 0.34 0.25
N -2.206 1.559 0.331 0.75 -0.28 -0.22
O -3.396 1.589 0.521 0.12 0.13 0.01
H -0.001 1.392 0.024 -0.24 -0.06 0.05
C 0.231 -2.143 -0.124 0.41 0.41 -0.30
C 0.794 -1.083 -0.225 0.08 -0.66 0.00
N 1.513 0.083 -0.143 0.23 -0.28 0.07
H -0.072 -3.166 -0.128 -0.25 0.24 0.05
H 2.029 0.329 -0.983 -0.26 -0.22 -0.01
H 2.177 -0.051 0.608 0.15 0.38 0.11
```
Positions in Å, forces in eV/Å.

Values from the calculation:
- Structure (SMILES): C#[N+][O-].C#CN
- Charge: 0
- HOMO: -9.544 eV
- Kohn-Sham gap: 10.1 eV



[3]
# C3H4N2O

C3H4N2O in the gas phase (wB97M-V/def2-TZVPD, OMol25).

```
10
Properties=species:S:1:pos:R:3:forces:R:3
C -0.966 0.762 -0.011 -1.92 -0.46 -0.04
C 0.360 0.168 -0.029 2.92 -2.20 0.60
C 1.757 0.472 0.106 -3.58 5.09 0.66
N -1.524 -0.505 -0.033 -1.05 0.02 1.04
N -0.194 -1.128 -0.110 -1.18 0.31 -1.35
O 2.724 -0.182 -0.066 3.10 -3.67 -0.62
H -1.574 1.617 -0.145 0.35 0.95 -0.14
H 1.940 1.579 0.358 -0.66 -0.77 -0.14
H -2.422 -0.777 -0.473 1.39 -0.15 -0.21
H -0.101 -2.007 0.402 0.64 0.87 0.19
```
Positions in Å, forces in eV/Å.

Values from the calculation:
- Charge: 0
- 2S+1: 3
- <S²>: 2.01
- HOMO (alpha / beta): -5.690 / -9.189 eV
- Kohn-Sham gap (alpha / beta): 6.5 / 7.4 eV



[4]
# C3H4N2O2

C3H4N2O2 in the gas phase (wB97M-V/def2-TZVPD, OMol25).

```
11
Properties=species:S:1:pos:R:3:forces:R:3
C 0.800 -0.578 1.251 0.04 -0.08 0.14
N 0.044 -0.343 0.040 -0.15 0.11 0.12
N 0.747 0.123 -1.051 -0.19 0.35 -0.21
C -0.126 0.761 -1.728 0.25 -0.06 -0.08
O -1.364 0.784 -1.186 -0.12 -0.17 -0.06
C -1.270 0.058 -0.003 -0.06 -0.12 0.26
O -2.188 -0.152 0.740 0.44 0.18 -0.20
H 1.463 -1.435 1.122 -0.12 0.08 0.03
H 1.400 0.313 1.463 -0.06 -0.17 0.09
H 0.104 -0.757 2.071 0.04 -0.03 -0.15
H 0.044 1.277 -2.661 -0.07 -0.08 0.06
```
Positions in Å, forces in eV/Å.

Values from the calculation:
- Structure (SMILES): Cn1ncoc1=O
- Charge: 0
- HOMO: -9.547 eV
- Kohn-Sham gap: 10.4 eV



Computed energy relative to the best compared isomer or geometry (same formula, charge and spin), in the same sequence as the records: 2.781, 5.665, 1.456, 1.702 eV.